C3H8NO2S | wB97M-V/def2-TZVPD

Bonds (Å) are listed after each position.
Atoms and positions in Å:
1 C 0.43 1.93 0.05  C2 1.493, H8 1.124, H9 1.107, H10 1.106
2 C 0.70 0.50 -0.29  C1 1.493, C3 1.533, S5 1.781
3 C -0.28 -0.49 0.35  C2 1.533, N4 1.465, H11 0.998, H12 1.114
4 N -0.16 -1.76 -0.38  C3 1.465, H13 1.107, H14 1.036, H15 1.076
5 S 2.33 -0.08 0.14  C2 1.781, O6 1.461, O7 1.400
6 O 2.30 -1.54 0.22  S5 1.461
7 O 3.46 0.66 -0.23  S5 1.400
8 H 0.21 1.85 1.15  C1 1.124
9 H 1.20 2.68 -0.19  C1 1.107
10 H -0.40 2.44 -0.48  C1 1.106
11 H -1.16 -0.06 0.14  C3 0.998
12 H -0.29 -0.60 1.46  C3 1.114
13 H 0.89 -2.08 -0.22  N4 1.107
14 H -0.41 -1.78 -1.38  N4 1.036
15 H -0.64 -2.58 0.13  N4 1.076

- HOMO level (alpha / beta) (eV) = -13.9 / -13.9
- energy (Ha) = -722.15324
- total charge = +1
- LUMO energy (alpha / beta) (hartree) = -0.2134 / -0.2134
- SMILES = CC(C[NH3+])=S(=O)=O
- energy relative to the best compared isomer or geometry (same formula, charge and spin) (kcal per mole) = 92.91